1.
{
  "formula": "C22H40IN4O6",
  "method": "ωB97M-V/def2-TZVPD",
  "elements": ["C", "C", "C", "C", "C", "C", "N", "C", "N", "C", "N", "C", "C", "C", "C", "O", "C", "I", "C", "C", "N", "C", "C", "C", "C", "O", "O", "H", "H", "H", "H", "H", "H", "H", "H", "H", "H", "H", "H", "H", "H", "H", "H", "H", "H", "H", "H", "H", "H", "H", "H", "H", "H", "H", "H", "H", "H", "H", "H", "H", "H", "H", "H", "C", "C", "O", "C", "O", "O", "H", "H", "H", "H"],
  "xyz": [[-1.973680, -2.623561, 3.831893], [-3.232855, -2.530473, 2.735768], [-2.683758, -1.976628, 1.293327], [-3.514640, -0.706365, 0.674937], [-3.718891, 0.559278, 1.694725], [-2.390073, 1.572213, 1.774033], [-1.587433, 1.613943, 0.499781], [-2.433178, 2.265668, -0.615906], [-1.432642, 2.156735, -1.736987], [-0.129212, 1.470038, -1.274897], [0.969442, 1.169977, -2.017665], [0.822471, 1.533887, -3.515623], [1.403205, 3.015283, -3.893682], [1.418971, 4.117393, -2.692513], [2.706374, 5.146618, -2.978635], [2.438951, 6.130170, -4.038945], [2.270465, 0.549523, -1.630863], [3.561774, 1.714245, -0.287027], [2.195827, -1.084321, -1.280165], [3.552771, -1.659061, -0.563643], [-0.290021, 1.186455, 0.176431], [0.480580, 0.617242, 1.296181], [0.911372, 1.754298, 2.448506], [0.931546, 1.009973, 3.946302], [2.436441, 0.352657, 4.255878], [3.443554, 1.188426, 4.612014], [2.764191, -1.076105, 4.125847], [-2.030732, -3.621436, 4.483625], [-0.922292, -2.565654, 3.321464], [-2.048206, -1.721285, 4.594681], [-3.573638, -3.664601, 2.586032], [-4.163837, -1.957747, 3.157405], [-2.826931, -2.874048, 0.519186], [-1.510851, -1.812163, 1.350783], [-4.609225, -1.115093, 0.429641], [-3.033589, -0.445780, -0.359130], [-3.899110, 0.180804, 2.795683], [-4.705273, 1.159719, 1.395028], [-2.854003, 2.656159, 1.924039], [-1.812801, 1.250359, 2.735878], [-3.524333, 2.689265, -0.573182], [1.473747, 0.768125, -4.164114], [-0.283971, 1.326889, -3.914640], [2.509411, 2.920816, -4.334162], [0.708491, 3.442959, -4.760096], [0.394467, 4.725218, -2.729962], [1.595282, 3.699416, -1.614297], [2.948761, 5.636811, -1.918412], [3.611655, 4.444572, -3.220886], [3.362151, 6.318502, -4.434506], [2.959514, 0.522980, -2.612072], [1.986664, -1.666496, -2.301279], [1.250780, -1.338873, -0.597182], [4.502554, -1.522918, -1.234335], [3.396068, -2.836993, -0.449021], [3.700176, -1.264879, 0.550857], [-0.221447, -0.141733, 1.896369], [1.454264, 0.025928, 1.091342], [1.992140, 2.171650, 2.298241], [0.101547, 2.629472, 2.492368], [0.151348, 0.142097, 4.030121], [0.680376, 1.839689, 4.732830], [1.957218, -1.634951, 3.904824], [-0.150263, -5.203551, -2.224663], [-1.601017, -4.845502, -2.214463], [-1.733031, -4.055461, -1.048049], [-0.498820, -3.538972, -0.776718], [-0.281116, -2.678024, 0.059379], [0.459144, -4.110690, -1.563431], [0.244678, -5.312378, -3.238477], [0.058631, -6.118818, -1.660983], [-1.889461, -4.244489, -3.083302], [-2.246668, -5.726404, -2.161487]],
  "atomic_forces_ev_per_a": [[-0.7, 0.3, 0.8], [0.8, -1.4, 0.1], [-0.4, -0.6, -0.2], [-0.9, -1.0, 0.3], [0.1, -0.1, -0.3], [-1.4, -0.3, 1.7], [-4.9, 2.7, -1.4], [9.6, -3.8, -0.8], [-0.2, -1.0, 3.1], [-3.5, 0.7, 3.4], [-1.1, 0.5, -1.4], [0.3, -0.6, -1.9], [-0.3, 0.4, -0.3], [0.3, 1.2, -1.0], [-0.5, -1.1, 1.7], [2.6, -1.3, 0.6], [1.1, -2.3, -1.8], [-0.6, -0.2, -0.4], [-0.7, -0.1, 0.6], [-0.6, -1.2, 0.2], [-1.5, 1.1, -3.4], [0.6, -0.5, 3.5], [-0.4, -0.5, 0.7], [0.5, -0.5, -0.3], [5.0, 3.6, 1.6], [-6.7, -5.8, -2.5], [-2.3, 3.0, -0.1], [0.1, 2.3, -1.5], [-2.0, -0.2, 0.8], [0.2, -1.8, -1.5], [0.6, 2.6, 0.2], [1.9, -1.0, -0.7], [0.4, 2.2, 1.7], [-3.0, 0.0, 0.0], [2.3, 0.9, 0.5], [-0.9, -0.1, 2.0], [0.4, 0.7, -2.3], [2.3, -1.1, 0.5], [1.4, -2.2, -0.1], [-0.7, 0.8, -2.1], [2.6, -1.0, 0.0], [-1.4, 1.5, 1.8], [2.4, 0.8, 1.5], [-2.5, 0.1, 1.0], [1.7, -1.0, 1.8], [2.3, -1.3, 0.3], [-0.4, 0.6, -2.1], [-0.5, -0.6, -2.4], [-1.5, 1.4, 0.2], [-2.3, -0.3, 0.9], [-1.9, 0.5, 2.2], [0.6, 1.4, 2.1], [2.2, 0.7, -1.5], [-1.8, 0.0, 1.5], [0.3, 2.5, -0.3], [-0.2, -0.6, -2.6], [1.3, 1.6, -1.7], [-1.9, 1.2, -0.6], [-2.3, -0.6, 0.0], [1.9, -1.9, -0.2], [1.2, 1.7, -0.2], [0.9, -1.8, -1.3], [1.2, 1.3, 0.4], [0.4, -1.1, -0.7], [-0.8, -0.6, -0.9], [1.1, 0.6, 0.5], [0.4, 1.1, 1.1], [0.1, -1.9, -2.0], [-0.6, 0.9, 0.9], [0.1, 0.1, 0.3], [0.0, 0.1, 0.0], [0.0, 0.0, 0.1], [0.0, 0.3, 0.1]],
  "lowdin_charge": [-0.137, -0.225, -0.217, -0.197, -0.164, -0.146, -0.094, 0.088, 0.090, -0.138, -0.112, -0.142, -0.172, -0.189, -0.263, -0.125, -0.643, 0.923, -0.256, -0.168, 0.026, -0.154, -0.153, -0.090, -0.260, -0.032, 0.010, 0.088, 0.055, 0.070, 0.114, 0.101, 0.111, 0.068, 0.130, 0.102, 0.110, 0.121, 0.143, 0.117, 0.172, 0.138, 0.140, 0.123, 0.137, 0.131, 0.056, 0.129, 0.114, 0.125, 0.111, 0.132, 0.078, 0.088, 0.096, 0.065, 0.120, 0.099, 0.066, 0.125, 0.098, 0.137, 0.116, -0.125, -0.124, 0.047, -0.485, 0.070, 0.060, 0.144, 0.143, 0.141, 0.145],
  "homo_lumo_gap_ev": 8.3,
  "total_charge": 1,
  "homo_energy_ev": -11.735
}

=====

2.
{
  "formula": "C7H27F3HfO13S2",
  "method": "ωB97M-V/def2-TZVPD",
  "elements": ["Hf", "C", "F", "F", "F", "S", "O", "O", "O", "C", "C", "C", "O", "H", "H", "H", "H", "H", "H", "H", "O", "S", "O", "O", "C", "C", "C", "H", "H", "H", "H", "H", "H", "H", "H", "O", "H", "H", "O", "H", "H", "O", "H", "H", "O", "H", "H", "O", "H", "H", "O", "H", "H"],
  "xyz": [[-21.122150, 16.446000, -10.143510], [-23.613520, 19.352650, -6.937450], [-24.715610, 19.807360, -6.424820], [-22.910910, 20.373360, -7.348350], [-22.907010, 18.696090, -5.961170], [-24.049990, 18.098840, -8.402450], [-22.819520, 17.314860, -8.745550], [-25.153760, 17.290660, -7.953550], [-24.376990, 18.908640, -9.552450], [-20.461520, 20.471190, -12.566330], [-20.541120, 20.050470, -11.082730], [-21.278420, 21.076800, -10.193720], [-21.064820, 18.759240, -10.824240], [-20.284580, 19.647760, -13.258250], [-19.606250, 21.125000, -12.737050], [-21.308910, 21.007810, -12.993030], [-19.473490, 20.016170, -10.865720], [-22.358720, 21.041270, -10.334380], [-21.095510, 22.070950, -10.601540], [-21.047910, 20.758610, -9.177000], [-26.284600, 22.348100, -7.793630], [-26.103520, 23.267310, -8.932140], [-27.013470, 24.418100, -9.266170], [-24.626710, 23.841580, -8.858600], [-23.925900, 23.846730, -7.625320], [-22.622900, 24.583530, -7.976970], [-25.946660, 22.269950, -10.540970], [-23.849100, 22.857830, -7.173340], [-24.413920, 24.515620, -6.916440], [-21.973010, 24.774040, -7.122900], [-22.821920, 25.502580, -8.528180], [-22.113760, 23.989310, -8.735770], [-25.182200, 21.527710, -10.311230], [-25.630870, 22.929490, -11.349290], [-26.797970, 21.634640, -10.785430], [-26.404180, 19.091000, -11.161670], [-25.725150, 18.997700, -10.493510], [-25.943310, 19.438290, -11.925360], [-21.302210, 14.989510, -8.242650], [-20.543810, 14.564160, -7.842470], [-22.001940, 14.889150, -7.597250], [-25.679480, 15.448650, -6.034820], [-24.852800, 15.002800, -6.219370], [-25.696010, 16.185850, -6.645150], [-27.430210, 20.145720, -6.826660], [-27.932770, 19.898640, -7.602950], [-26.675990, 20.623900, -7.171230], [-20.282810, 17.504250, -8.190970], [-20.109630, 18.426010, -7.999650], [-20.158980, 17.057910, -7.353310], [-27.848150, 16.940320, -8.096460], [-28.013130, 17.802960, -8.477070], [-26.894450, 16.881570, -8.039450]],
  "atomic_forces_ev_per_a": [[-2.5, 8.8, 4.0], [1.1, -1.2, 1.2], [-0.8, -0.4, -0.1], [0.5, -0.2, -0.8], [-0.7, 0.4, -1.5], [-2.4, 1.9, -1.3], [2.7, -2.5, -1.2], [1.5, 0.3, 0.2], [1.1, 0.3, 1.2], [-0.2, -0.4, -1.0], [-0.4, 1.4, -0.8], [-0.2, -1.2, -1.0], [0.1, -6.3, 0.9], [0.0, -0.3, 0.3], [0.1, 0.1, 0.4], [-0.4, -0.1, 0.6], [0.3, -0.3, 0.7], [-0.1, -0.7, 0.0], [0.9, 0.2, 0.9], [0.0, 1.2, 0.2], [0.0, 0.4, -0.6], [-2.4, 2.5, -3.6], [2.5, -3.9, 1.9], [-1.2, -1.0, -0.6], [1.2, 2.0, 1.1], [0.0, -1.0, -0.6], [0.5, -0.1, 1.7], [0.2, 0.0, -0.3], [-0.5, -0.3, 0.1], [-0.2, -0.1, -0.1], [-0.3, 0.2, 0.5], [0.5, -0.2, 0.2], [0.4, 0.2, 0.0], [-0.2, 0.1, 0.3], [-0.5, 0.7, 0.2], [-0.6, -0.1, 0.0], [0.0, 0.0, -0.1], [-0.1, 0.1, -0.4], [0.8, 0.7, -1.8], [0.7, -0.7, 0.2], [-1.0, 0.1, 0.2], [-0.1, -0.1, 0.2], [0.0, -0.3, 0.1], [0.1, -0.1, 0.3], [-0.7, -0.9, 1.0], [-0.9, 0.0, -0.7], [1.2, 1.3, -0.5], [0.3, -1.3, -1.6], [0.1, 0.9, -0.5], [0.0, -0.5, 0.5], [-0.7, 0.1, 0.6], [-0.4, 0.3, -0.6], [0.6, -0.2, -0.1]],
  "lowdin_spin": [0.005, 0.000, 0.002, 0.000, 0.000, 0.000, 0.000, -0.003, 0.000, 0.000, -0.001, 0.000, -0.004, 0.000, 0.000, 0.000, 0.000, 0.000, 0.000, 0.000, 0.065, -0.001, 0.017, 0.017, 0.001, 0.000, -0.002, 0.000, 0.000, 0.000, 0.000, 0.000, 0.000, 0.000, 0.000, 0.000, 0.000, 0.000, 0.000, 0.000, 0.000, 0.000, 0.000, 0.000, 0.565, 0.001, 0.004, 0.000, 0.000, 0.000, 0.337, -0.003, 0.002],
  "homo_lumo_gap_ev": [3.3, 3.2],
  "total_charge": 3,
  "homo_energy_ev": [-17.756, -17.602],
  "spin_multiplicity": 2
}

=====

3.
{
  "formula": "C12H30BF4N2Na7O12P2",
  "method": "ωB97M-V/def2-TZVPD",
  "elements": ["Na", "Na", "Na", "Na", "Na", "Na", "Na", "B", "F", "F", "F", "F", "P", "O", "O", "O", "O", "P", "O", "O", "O", "O", "C", "O", "C", "C", "N", "C", "C", "O", "C", "H", "H", "H", "H", "H", "H", "H", "H", "H", "H", "H", "H", "H", "H", "H", "C", "O", "C", "C", "N", "C", "C", "O", "C", "H", "H", "H", "H", "H", "H", "H", "H", "H", "H", "H", "H", "H", "H", "H"],
  "xyz": [[-31.020340, 17.345650, -13.138530], [-33.959490, 11.386310, -10.293230], [-30.758100, 14.489330, -18.382650], [-29.175710, 10.687450, -12.296990], [-37.797870, 9.320350, -12.961760], [-37.498280, 14.686710, -15.234970], [-33.150250, 8.088490, -15.538750], [-40.675930, 12.650010, -12.149830], [-40.587020, 12.710210, -13.497110], [-41.710880, 13.391720, -11.668620], [-40.830140, 11.286550, -11.888920], [-39.383030, 13.062330, -11.786680], [-31.898880, 7.146410, -11.254370], [-32.074200, 5.804550, -10.512460], [-30.970730, 7.101160, -12.481580], [-31.400700, 8.169630, -10.228000], [-33.339490, 7.559380, -11.779310], [-32.881520, 13.092620, -14.535780], [-33.244140, 14.386600, -15.281020], [-34.205090, 12.343370, -14.191770], [-32.155190, 13.346980, -13.242430], [-31.958150, 12.213210, -15.444240], [-31.507840, 8.923540, -24.689810], [-31.162370, 9.359940, -23.312010], [-29.836810, 9.051850, -22.999680], [-29.693620, 9.315430, -21.498680], [-29.664980, 10.834900, -21.177690], [-28.545990, 11.562080, -21.811910], [-29.162580, 12.360700, -22.940570], [-29.744890, 13.555510, -22.512220], [-29.861640, 14.525870, -23.446310], [-30.987480, 9.528620, -25.432230], [-32.562780, 9.113320, -24.887800], [-31.237430, 7.872420, -24.790470], [-29.139660, 9.684560, -23.549020], [-29.723030, 7.978450, -23.151230], [-28.761410, 8.900990, -21.114840], [-30.587970, 8.878650, -21.054310], [-29.530020, 10.674110, -20.189750], [-27.920000, 10.766290, -22.215590], [-28.018380, 12.206790, -21.109000], [-29.896630, 11.744690, -23.460010], [-28.371170, 12.576620, -23.658300], [-28.875640, 14.836820, -23.791560], [-30.390850, 15.363860, -22.992650], [-30.281880, 14.153050, -24.380390], [-39.498730, 15.545100, -19.931910], [-38.269610, 15.506940, -19.297240], [-37.182120, 15.724000, -20.224570], [-36.724630, 14.545280, -21.067680], [-36.477640, 13.410230, -20.127700], [-35.984680, 12.153610, -20.742670], [-37.072910, 11.295330, -21.347010], [-37.631990, 11.824360, -22.553490], [-38.755340, 11.125700, -22.968910], [-39.426760, 14.834100, -20.754950], [-39.586600, 16.595990, -20.207620], [-40.267830, 15.216140, -19.233080], [-36.258540, 16.056750, -19.750870], [-37.465490, 16.495490, -20.940530], [-35.820810, 14.856880, -21.591250], [-37.441220, 14.348340, -21.865060], [-35.948400, 13.663900, -19.305720], [-35.394740, 11.599480, -20.012600], [-35.193410, 12.337970, -21.469310], [-37.908850, 11.040820, -20.695450], [-36.618690, 10.328600, -21.564290], [-39.496020, 10.969340, -22.184660], [-38.629460, 10.145270, -23.428270], [-39.323040, 11.768950, -23.641260]],
  "atomic_forces_ev_per_a": [[-0.3, -0.7, -0.2], [0.5, -0.4, -0.9], [-0.5, -0.5, 0.8], [-1.1, -0.5, -0.1], [0.0, 0.3, 0.1], [0.5, -0.5, 0.2], [0.3, 0.4, 1.1], [0.7, -0.7, 0.0], [-0.5, 0.6, -3.6], [-0.3, 0.5, 0.7], [0.0, -1.1, 1.1], [0.7, 0.5, 1.5], [-0.5, 0.2, -0.5], [-0.2, 0.2, -0.5], [0.2, 0.2, -0.3], [0.3, 1.1, 0.3], [-0.1, -0.2, 0.1], [-0.6, -1.6, -1.2], [-0.2, 1.8, -0.9], [-1.0, -0.5, 0.0], [1.7, 1.0, 2.8], [0.3, -0.3, -0.8], [0.5, 0.8, 1.5], [-1.3, -0.1, -2.3], [-0.5, 0.0, 1.3], [0.2, 1.9, -1.2], [-0.5, -2.2, 0.8], [-1.6, -1.0, 0.2], [0.9, -0.1, -0.8], [-0.2, -1.3, 2.5], [0.6, 0.8, -1.5], [0.4, 0.0, 0.0], [0.0, -0.3, 0.5], [-0.2, 0.0, -0.2], [0.2, -0.4, -0.4], [0.7, -0.1, -0.3], [0.0, -0.4, 0.0], [0.2, 0.1, 0.4], [0.2, 1.1, 0.4], [0.8, 0.5, -0.2], [0.1, -0.1, 0.0], [-0.2, -0.1, 0.0], [0.3, 0.3, -0.3], [0.4, 0.5, 0.2], [-0.1, 0.0, -0.4], [-0.9, 0.1, 0.0], [0.3, -0.1, -0.2], [2.8, -0.2, 0.8], [-0.2, 0.1, -0.4], [-0.2, -0.9, 1.5], [-0.5, -0.6, -1.6], [-0.1, 1.2, 0.4], [0.0, -0.8, -0.5], [0.8, 0.2, 0.5], [-1.6, 0.3, -0.2], [-0.7, 0.3, -0.5], [-1.0, -0.1, -0.7], [0.0, 0.2, -0.1], [-0.5, 0.3, 0.9], [-0.1, 0.4, 0.1], [0.3, 0.2, -0.1], [-0.1, -0.8, 0.3], [0.1, 0.2, -0.2], [-0.6, -0.3, 0.4], [-0.1, 0.2, -0.7], [0.1, 0.5, 0.6], [0.2, -0.3, -0.3], [0.2, -0.1, 0.7], [0.7, -0.1, -0.2], [0.4, 0.0, -0.5]],
  "lowdin_charge": [0.590, 0.809, 0.696, 0.847, 0.746, 0.855, 0.778, -1.387, 0.115, 0.155, 0.080, 0.066, -0.178, -0.333, -0.486, -0.448, -0.441, -0.282, -0.562, -0.565, -0.537, -0.574, -0.051, -0.205, -0.272, -0.150, -0.058, -0.187, -0.239, -0.184, -0.152, 0.079, 0.083, 0.081, 0.106, 0.122, 0.112, 0.118, 0.082, 0.106, 0.121, 0.118, 0.122, 0.086, 0.094, 0.092, -0.115, -0.210, -0.217, -0.201, -0.040, -0.191, -0.214, -0.182, -0.148, 0.088, 0.092, 0.094, 0.118, 0.114, 0.112, 0.105, 0.104, 0.119, 0.113, 0.117, 0.116, 0.081, 0.087, 0.088],
  "homo_lumo_gap_ev": 1.4,
  "homo_energy_ev": -3.394
}